Record 1
{
  "formula": "C5H11N2",
  "method": "the ωB97M-V functional and the def2-TZVPD basis",
  "elements": ["H", "C", "H", "N", "N", "H", "H", "H", "H", "H", "H", "C", "H", "C", "C", "C", "H", "H"],
  "positions_angstrom": [[-0.85996, -0.10398, 0.08864], [-1.28488, -0.49872, 1.16301], [1.75298, -0.25749, -3.40901], [-1.19796, 1.64613, 2.52263], [-0.24369, 0.64480, -0.97808], [1.41017, -0.46879, -1.11423], [0.01408, -0.89606, 2.88692], [2.07593, 1.33966, -3.17071], [0.25765, -1.90346, 1.21986], [-1.52426, 2.17560, 3.25928], [-2.19998, -0.88889, 0.74651], [0.78440, 0.19912, -1.61829], [0.42818, 0.88159, -3.55642], [-0.46096, -1.42168, 1.91753], [1.26883, 0.57238, -2.96407], [-1.46558, 0.67515, 1.88468], [-0.80893, 1.25367, -1.73332], [-0.99446, -2.19014, 2.37213]],
  "atomic_forces_ev_per_a": [[0.45, 0.57, 0.81], [-2.10, 1.47, -0.83], [0.09, -1.27, -0.55], [-0.61, -3.59, -3.60], [-0.51, 1.15, -4.69], [0.87, -1.16, 1.08], [-0.36, -1.18, -2.57], [-0.93, -0.35, 1.34], [0.04, 0.42, 0.89], [-0.66, 1.43, 1.82], [-0.64, -0.18, 0.08], [-0.20, 1.81, 0.50], [-0.39, 0.12, -0.56], [3.44, -0.03, 2.27], [0.26, 1.15, -0.69], [1.28, 2.35, 1.73], [1.21, -1.24, 2.43], [-1.23, -1.45, 0.55]],
  "e_homo_ev": -13.8,
  "e_above_lowest_kj_mol": 327.6,
  "orbital_gap_ev": 9.89,
  "fmax_ha_per_bohr": 0.0997,
  "charge": 1
}

=====

Record 2
{
  "formula": "C5H11N2",
  "method": "the ωB97M-V functional and the def2-TZVPD basis",
  "elements": ["C", "H", "H", "H", "C", "H", "N", "H", "N", "H", "H", "H", "C", "H", "C", "H", "H", "C"],
  "positions_angstrom": [[0.38830, -2.39676, 1.51553], [0.01092, -3.00108, 0.50448], [-1.01311, -0.78822, 2.11439], [1.20609, -0.55746, -0.13646], [-0.03523, 1.59264, -2.07885], [-1.85978, 1.39613, -3.13718], [0.67964, 1.66901, -0.97858], [-1.90583, 1.10488, -1.49605], [-1.32784, 1.29018, -2.22435], [0.55381, 1.97586, -2.98555], [0.13690, -3.00199, 2.31855], [-0.65814, 1.73450, 0.66422], [-0.18227, -1.03241, 1.48143], [1.55602, 1.97748, -1.15165], [0.33666, 1.33008, 0.46258], [1.12310, 1.86102, 1.15914], [1.52926, -2.38943, 1.41821], [0.48669, -0.19500, 0.60783]],
  "atomic_forces_ev_per_a": [[1.06, -1.54, -4.28], [0.86, 1.35, 2.58], [-0.12, 0.50, 0.20], [0.02, -0.36, 0.81], [0.11, 1.24, -1.09], [1.57, -0.15, 1.50], [-3.69, -1.11, 0.96], [-1.74, -0.82, 2.87], [1.81, 0.98, -3.70], [-1.27, -0.96, 1.15], [-0.64, -0.94, 1.60], [0.14, -0.09, 0.19], [2.60, 1.46, -2.44], [3.40, 1.07, -0.37], [1.12, -0.19, 0.15], [-1.55, -0.78, -1.63], [-1.67, 0.04, 0.21], [-2.01, 0.30, 1.30]],
  "e_homo_ev": -12.7,
  "e_above_lowest_kj_mol": 146.8,
  "orbital_gap_ev": 9.29,
  "fmax_ha_per_bohr": 0.0909,
  "smiles": "C/C=C/CNC=[NH2+]",
  "charge": 1
}

=====

Record 3
{
  "formula": "C5H11N2",
  "method": "the ωB97M-V functional and the def2-TZVPD basis",
  "elements": ["C", "H", "H", "N", "H", "H", "H", "H", "C", "C", "H", "C", "N", "H", "C", "H", "H", "H"],
  "positions_angstrom": [[0.58830, 1.39872, -0.19903], [1.92119, -0.70200, -1.43660], [-3.30608, -0.84986, -0.66925], [1.13766, -1.00822, 0.39310], [-3.14639, -0.26311, 0.80004], [1.37078, -1.54216, 1.21760], [0.44889, 1.31835, -1.32972], [3.24415, -1.01927, -0.10259], [1.51952, 0.39450, 0.43154], [-2.52715, -0.73727, 0.03714], [1.91400, 0.89866, 1.34419], [2.19787, -0.57983, -0.45034], [-0.74060, 1.00704, 0.20875], [0.92798, 2.44115, 0.26457], [-1.36104, 0.07800, -0.44170], [-1.21901, 1.16441, 1.07994], [-2.07588, -1.76377, 0.34806], [-0.89421, -0.23534, -1.49570]],
  "atomic_forces_ev_per_a": [[0.02, 1.73, -0.18], [0.03, 0.35, -2.20], [-0.17, -0.58, -1.59], [-1.98, 0.35, 0.65], [0.80, -0.01, 0.82], [0.32, 0.12, 0.06], [1.16, 0.68, 1.43], [-2.08, 1.36, -1.23], [0.59, 0.55, 0.44], [1.12, -0.34, 1.17], [0.46, -1.29, -0.72], [3.99, -1.75, 3.09], [-2.50, -1.25, -0.49], [-1.24, -1.98, -1.68], [0.97, -1.24, -2.36], [0.59, 0.78, 0.78], [-0.99, 1.73, -0.45], [-1.07, 0.81, 2.45]],
  "e_homo_ev": -13.9,
  "e_above_lowest_kj_mol": 262.1,
  "orbital_gap_ev": 9.70,
  "fmax_ha_per_bohr": 0.1038,
  "smiles": "C/C=[NH+]/C[C@@H]1CN1",
  "charge": 1
}

=====

Record 4
{
  "formula": "C5H11N2",
  "method": "the ωB97M-V functional and the def2-TZVPD basis",
  "elements": ["C", "H", "H", "C", "C", "H", "H", "H", "H", "H", "H", "H", "C", "C", "H", "N", "N", "H"],
  "positions_angstrom": [[-0.06168, 0.81276, -0.94668], [3.36424, -1.24151, 0.49440], [0.81189, 1.43244, 0.94273], [1.16873, 0.96918, 0.00920], [3.30769, -0.18942, 0.10982], [-1.14092, -2.01216, 0.60522], [-0.41694, 1.86374, -1.10311], [-1.81194, -1.81261, -0.98748], [-1.29131, 0.27334, 1.78130], [0.44174, 0.39465, -1.96817], [0.04265, -1.73894, -0.80987], [4.36111, 0.21659, 0.08559], [-0.95487, -1.43665, -0.39285], [-1.73553, 0.58234, 0.82238], [-1.65280, 1.64756, 0.86281], [2.29326, 0.50692, 0.06905], [-1.01770, 0.04554, -0.25335], [-2.79740, 0.23630, 0.89553]],
  "atomic_forces_ev_per_a": [[2.05, 0.44, -2.35], [-0.94, 0.79, -0.62], [0.41, 0.02, -0.11], [-3.22, 1.29, 1.47], [3.39, -1.14, 1.52], [0.76, 1.38, -1.34], [0.24, -0.92, -0.12], [0.72, 0.34, -0.22], [-0.05, -0.17, 0.10], [-2.00, 0.67, 2.27], [-1.13, 0.13, 0.26], [-1.39, 0.16, -0.68], [-0.36, -0.68, 1.29], [-0.88, -0.42, 2.11], [-0.41, 0.82, -0.37], [0.99, -1.07, -0.75], [1.07, -2.11, -1.96], [0.75, 0.47, -0.49]],
  "e_homo_ev": -12.5,
  "e_above_lowest_kj_mol": 333.2,
  "orbital_gap_ev": 7.79,
  "fmax_ha_per_bohr": 0.0755,
  "smiles": "C=[N+]=CCN(C)C",
  "charge": 1
}

=====

Record 5
{
  "formula": "C5H11N2",
  "method": "the ωB97M-V functional and the def2-TZVPD basis",
  "elements": ["H", "H", "H", "H", "C", "H", "H", "C", "H", "H", "H", "C", "N", "H", "C", "C", "H", "N"],
  "positions_angstrom": [[-1.81432, -1.20485, 0.49608], [-3.24836, -0.29070, 0.39954], [1.83462, -2.20426, -0.30851], [2.45415, 0.18810, -0.32715], [-2.01945, -0.11306, -1.20142], [-0.56927, 0.07704, -2.56611], [2.21286, 2.45352, 0.46913], [1.69867, -0.19252, 0.35480], [0.54814, -1.81551, 0.98950], [1.25204, 2.73030, 2.05322], [-0.14533, -0.94602, -1.22856], [1.56096, 2.08171, 1.24682], [-0.81736, -0.29768, -1.66268], [0.50275, 0.49653, 2.08367], [1.18583, 0.79859, 1.29703], [1.32229, -1.47773, 0.30658], [-2.66774, 0.57754, -1.72543], [-2.43109, -0.64249, -0.06920]],
  "atomic_forces_ev_per_a": [[0.10, -0.10, -0.04], [-0.26, -0.05, -0.19], [-0.14, -0.04, -0.11], [0.11, -0.16, 0.02], [0.39, 0.28, 0.70], [-0.01, 0.04, 0.02], [0.11, 0.09, 0.07], [-0.18, -0.18, -0.04], [0.17, -0.26, 0.11], [-0.05, 0.34, -0.23], [-0.15, 0.51, 0.05], [-0.19, -0.68, 0.36], [-0.03, -0.58, -0.62], [0.09, -0.25, 0.04], [0.06, 0.51, -0.33], [0.11, 0.46, 0.24], [-0.14, -0.11, -0.01], [0.00, 0.19, -0.05]],
  "e_homo_ev": -12.6,
  "e_above_lowest_kj_mol": 85.2,
  "orbital_gap_ev": 8.98,
  "fmax_ha_per_bohr": 0.0166,
  "charge": 1
}

=====

Record 6
{
  "formula": "C5H11N2O",
  "method": "the ωB97M-V functional and the def2-TZVPD basis",
  "elements": ["H", "H", "H", "N", "C", "H", "O", "H", "H", "C", "H", "H", "N", "C", "H", "H", "H", "C", "C"],
  "positions_angstrom": [[0.57834, -2.13625, -1.29881], [-0.63949, 1.84454, -1.02855], [-0.48499, 0.90879, 2.97987], [0.69958, -1.20728, -1.80799], [-0.01988, 1.14907, -1.63113], [0.97693, -1.02655, 0.65395], [-1.52961, -0.62687, 3.65632], [0.83743, 0.78775, -3.46380], [-0.06453, 2.21565, -3.40965], [0.23978, -0.03152, -1.00780], [0.39095, -0.62538, 3.21997], [1.76802, -1.26843, -1.95492], [0.49776, 1.51759, -2.90556], [-0.89705, -0.51830, 1.40474], [-1.14243, -1.50606, 1.34394], [0.83755, 0.86193, 0.83811], [-1.78549, -0.03354, 1.04628], [-0.56734, -0.17510, 2.87164], [0.30449, -0.13005, 0.49338]],
  "atomic_forces_ev_per_a": [[-0.37, 1.95, -0.48], [1.03, 0.11, -0.70], [0.60, 1.02, -0.45], [1.93, -0.91, 0.49], [0.28, -1.40, 0.50], [0.04, 1.34, 0.03], [-1.41, -0.60, 1.22], [0.20, -1.20, -0.73], [0.44, -0.80, 0.27], [0.17, -0.25, -1.23], [0.75, 0.12, -0.79], [-1.95, 0.75, 0.34], [-1.68, 1.95, 1.17], [1.92, 3.29, -0.75], [-0.22, -3.02, -0.11], [-1.07, -2.07, -0.11], [-0.61, 0.82, 0.24], [-1.10, -0.77, 0.37], [1.04, -0.34, 0.73]],
  "e_homo_ev": -1.9,
  "e_above_lowest_kj_mol": 170.3,
  "orbital_gap_ev": 5.35,
  "fmax_ha_per_bohr": 0.0754,
  "smiles": "N/C=C(\\N)CCC[O-]",
  "charge": -1
}